{"formula": "C44H46F3N6O7Sc", "method": "wB97M-V/def2-TZVPD", "elements": ["Sc", "C", "C", "C", "C", "C", "C", "C", "C", "C", "C", "C", "C", "C", "C", "C", "C", "N", "C", "C", "C", "N", "C", "C", "C", "N", "C", "C", "C", "C", "C", "C", "C", "C", "C", "C", "C", "C", "N", "C", "C", "H", "H", "H", "H", "H", "H", "H", "H", "H", "H", "H", "H", "H", "H", "H", "H", "H", "H", "H", "H", "H", "H", "H", "H", "H", "H", "H", "H", "H", "H", "H", "H", "H", "H", "H", "H", "H", "H", "H", "H", "H", "H", "H", "H", "O", "C", "O", "C", "C", "C", "C", "C", "C", "O", "N", "O", "O", "N", "O", "O", "H", "H", "F", "C", "F", "F"], "coordinates": [[-0.587, -0.519, -0.390], [-3.900, 4.176, 2.932], [-3.846, 3.949, 1.417], [-2.593, 3.258, 0.978], [-1.461, 3.804, 0.470], [-1.158, 5.244, 0.200], [-0.337, 5.899, 1.319], [-0.541, 2.700, 0.249], [0.744, 2.846, -0.240], [1.688, 1.832, -0.391], [3.032, 2.028, -0.892], [3.599, 3.327, -1.377], [4.203, 4.169, -0.247], [3.636, 0.812, -0.852], [2.652, -0.111, -0.317], [2.867, -1.462, -0.089], [1.959, -2.376, 0.424], [0.668, -2.108, 0.753], [0.144, -3.263, 1.225], [-1.156, -3.404, 1.701], [-2.097, -2.399, 1.812], [-1.907, -1.105, 1.431], [-3.048, -0.447, 1.755], [-3.270, 0.907, 1.561], [-2.361, 1.824, 1.049], [-1.125, 1.518, 0.589], [-4.012, -1.353, 2.355], [-3.419, -2.571, 2.391], [-4.016, -3.879, 2.809], [-4.547, -4.667, 1.605], [-5.379, -0.975, 2.836], [-5.369, -0.374, 4.247], [1.133, -4.324, 1.188], [2.264, -3.768, 0.680], [3.586, -4.425, 0.434], [4.577, -4.212, 1.583], [0.888, -5.755, 1.558], [0.171, -6.534, 0.446], [1.477, 0.531, -0.080], [4.999, 0.451, -1.354], [4.964, -0.054, -2.805], [-4.847, 4.630, 3.237], [-3.087, 4.834, 3.249], [-3.783, 3.231, 3.466], [-3.927, 4.910, 0.903], [-4.715, 3.363, 1.108], [-2.095, 5.791, 0.069], [-0.626, 5.332, -0.751], [-0.877, 5.863, 2.268], [-0.112, 6.945, 1.089], [0.608, 5.369, 1.460], [1.050, 3.847, -0.525], [2.816, 3.901, -1.882], [4.360, 3.126, -2.134], [3.453, 4.371, 0.523], [4.579, 5.126, -0.619], [5.029, 3.636, 0.231], [3.849, -1.845, -0.343], [-1.449, -4.390, 2.047], [-4.237, 1.294, 1.864], [-4.826, -3.702, 3.522], [-3.270, -4.479, 3.338], [-5.321, -4.094, 1.088], [-4.966, -5.632, 1.907], [-3.750, -4.840, 0.879], [-6.025, -1.857, 2.820], [-5.825, -0.261, 2.139], [-4.982, -1.099, 4.967], [-6.371, -0.071, 4.565], [-4.718, 0.503, 4.283], [4.013, -4.040, -0.495], [3.434, -5.496, 0.275], [4.740, -3.145, 1.753], [5.544, -4.679, 1.373], [4.184, -4.635, 2.511], [0.296, -5.804, 2.477], [1.842, -6.240, 1.784], [-0.780, -6.058, 0.196], [-0.022, -7.570, 0.739], [0.775, -6.536, -0.464], [5.435, -0.319, -0.711], [5.658, 1.321, -1.278], [4.249, -0.875, -2.913], [5.951, -0.398, -3.130], [4.644, 0.743, -3.481], [2.031, -1.997, -3.328], [1.190, -1.223, -2.868], [0.370, -1.499, -1.925], [1.143, 0.198, -3.399], [2.087, 0.547, -4.320], [2.181, 1.856, -4.812], [1.303, 2.829, -4.378], [0.313, 2.486, -3.493], [0.161, 1.160, -2.936], [-0.681, 0.918, -2.046], [-0.558, 3.581, -3.057], [-0.068, 4.712, -2.997], [-1.726, 3.350, -2.847], [3.212, 2.204, -5.761], [3.293, 3.365, -6.152], [3.977, 1.325, -6.138], [2.787, -0.210, -4.641], [1.397, 3.848, -4.720], [-3.805, -1.449, -0.840], [-2.541, -1.441, -1.422], [-2.801, -1.013, -2.705], [-2.289, -2.807, -1.581]], "lowdin_charge": [1.08, -0.09, -0.20, -0.13, -0.13, -0.19, -0.09, -0.23, 0.04, -0.23, -0.13, -0.19, -0.09, -0.12, -0.23, 0.06, -0.23, 0.08, -0.22, 0.05, -0.24, 0.06, -0.25, 0.05, -0.22, 0.08, -0.14, -0.14, -0.20, -0.09, -0.20, -0.10, -0.13, -0.13, -0.20, -0.10, -0.20, -0.09, 0.09, -0.19, -0.07, 0.06, 0.06, 0.06, 0.10, 0.11, 0.10, 0.08, 0.06, 0.06, 0.06, 0.11, 0.10, 0.11, 0.07, 0.06, 0.07, 0.11, 0.10, 0.10, 0.10, 0.10, 0.08, 0.06, 0.07, 0.10, 0.11, 0.07, 0.06, 0.06, 0.11, 0.10, 0.07, 0.06, 0.07, 0.10, 0.10, 0.07, 0.06, 0.08, 0.10, 0.10, 0.07, 0.07, 0.06, 0.02, -0.57, -0.10, -0.02, 0.04, -0.16, 0.05, -0.06, -0.27, -0.07, -0.33, 0.01, 0.11, -0.37, 0.02, 0.03, 0.12, 0.12, -0.02, -0.50, -0.01, -0.04], "total_energy_ev": -98505.4296, "e_above_lowest_kj_mol": 0.0, "charge": -2, "spin_multiplicity": 1}

{"formula": "C44H47BClF4NP2Pb", "method": "wB97M-V/def2-TZVPD", "elements": ["Pb", "C", "C", "C", "C", "C", "C", "P", "C", "C", "C", "C", "C", "C", "C", "C", "C", "C", "C", "C", "C", "C", "C", "C", "H", "H", "H", "H", "H", "H", "H", "H", "H", "H", "H", "H", "H", "H", "H", "H", "C", "C", "C", "P", "C", "C", "C", "C", "C", "C", "C", "C", "C", "C", "N", "C", "C", "C", "C", "C", "C", "C", "C", "C", "H", "H", "H", "H", "H", "H", "H", "H", "H", "H", "H", "H", "H", "H", "H", "H", "H", "H", "H", "H", "H", "H", "H", "H", "H", "H", "H", "H", "H", "H", "H", "F", "B", "F", "F", "F", "Cl"], "coordinates": [[-0.336, -0.515, -0.279], [-1.225, 1.234, 5.969], [-0.067, 1.396, 5.221], [0.206, 0.540, 4.166], [-0.672, -0.496, 3.852], [-1.841, -0.645, 4.597], [-2.111, 0.214, 5.653], [-0.333, -1.538, 2.398], [-1.184, -3.115, 2.685], [-2.558, -3.145, 2.443], [-3.270, -4.324, 2.601], [-2.615, -5.487, 2.976], [-1.245, -5.468, 3.189], [-0.530, -4.289, 3.043], [1.449, -1.814, 2.498], [2.017, -2.286, 3.653], [3.410, -2.450, 3.777], [4.224, -2.080, 2.749], [3.690, -1.524, 1.561], [4.557, -1.042, 0.548], [4.064, -0.431, -0.563], [2.665, -0.307, -0.725], [1.811, -0.815, 0.203], [2.281, -1.412, 1.404], [-1.435, 1.899, 6.796], [0.626, 2.194, 5.457], [1.113, 0.678, 3.588], [-2.533, -1.444, 4.367], [-3.017, 0.082, 6.231], [-3.069, -2.249, 2.113], [-4.335, -4.336, 2.406], [-3.166, -6.412, 3.079], [-0.724, -6.379, 3.451], [0.542, -4.306, 3.169], [1.383, -2.521, 4.500], [3.825, -2.852, 4.692], [5.299, -2.181, 2.834], [5.626, -1.146, 0.693], [4.730, -0.034, -1.318], [2.287, 0.211, -1.600], [-2.190, 0.240, -5.044], [-2.021, -0.670, -3.826], [-3.201, -0.457, -2.886], [-0.381, -0.523, -2.963], [0.631, -1.828, -3.797], [0.847, -1.623, -5.298], [1.963, -2.154, -3.136], [0.225, 1.170, -3.108], [0.498, 1.693, -4.390], [0.774, 3.019, -4.624], [1.078, 3.539, -6.005], [0.735, 3.876, -3.516], [0.472, 3.420, -2.250], [0.237, 2.049, -1.983], [0.089, 1.621, -0.697], [-0.192, 2.547, 0.360], [-1.459, 3.136, 0.478], [-2.514, 3.012, -0.592], [-1.744, 3.913, 1.595], [-0.806, 4.148, 2.589], [-1.159, 4.938, 3.820], [0.468, 3.630, 2.407], [0.800, 2.850, 1.304], [2.235, 2.426, 1.132], [-3.159, 0.014, -5.494], [-1.432, 0.112, -5.812], [-2.198, 1.289, -4.746], [-2.028, -1.718, -4.142], [-3.214, 0.563, -2.495], [-3.192, -1.143, -2.047], [-4.130, -0.611, -3.439], [-0.025, -2.690, -3.646], [1.512, -0.786, -5.497], [-0.077, -1.491, -5.858], [1.335, -2.519, -5.686], [2.701, -1.372, -3.334], [2.336, -3.088, -3.559], [1.883, -2.316, -2.067], [0.485, 1.026, -5.238], [1.043, 2.736, -6.742], [2.071, 3.991, -6.052], [0.359, 4.302, -6.310], [0.920, 4.936, -3.660], [0.460, 4.110, -1.416], [-2.223, 2.322, -1.379], [-2.689, 3.989, -1.050], [-3.456, 2.662, -0.171], [-2.735, 4.346, 1.684], [-1.932, 5.677, 3.609], [-0.288, 5.457, 4.221], [-1.540, 4.276, 4.602], [1.243, 3.857, 3.134], [2.894, 3.252, 1.406], [2.443, 2.143, 0.105], [2.498, 1.574, 1.766], [-1.258, -3.538, -1.963], [-0.418, -4.071, -0.959], [-0.206, -2.956, -0.029], [0.815, -4.430, -1.476], [-1.029, -5.093, -0.272], [-2.690, -0.193, 0.363]], "lowdin_charge": [1.05, -0.09, -0.08, -0.09, -0.33, -0.07, -0.08, 1.04, -0.35, -0.12, -0.07, -0.08, -0.07, -0.07, -0.31, -0.09, -0.06, -0.02, -0.15, -0.02, -0.06, -0.17, -0.24, -0.18, 0.10, 0.11, 0.10, 0.09, 0.10, 0.06, 0.11, 0.10, 0.11, 0.10, 0.12, 0.11, 0.12, 0.11, 0.11, 0.09, -0.10, -0.50, -0.15, 1.08, -0.50, -0.09, -0.10, -0.29, -0.08, -0.28, -0.05, -0.03, 0.00, -0.33, -0.12, -0.25, -0.22, -0.07, -0.01, -0.27, -0.05, -0.03, -0.20, -0.02, 0.09, 0.05, 0.08, 0.11, 0.06, 0.02, 0.09, 0.10, 0.07, 0.06, 0.09, 0.08, 0.10, 0.05, 0.08, 0.07, 0.08, 0.08, 0.12, 0.12, 0.04, 0.09, 0.07, 0.12, 0.08, 0.08, 0.07, 0.12, 0.09, 0.06, 0.07, 0.09, -1.24, -0.06, 0.14, 0.16, 0.14], "total_energy_ev": -95782.7737, "e_above_lowest_kj_mol": 44.2, "charge": 0, "spin_multiplicity": 1}